[1]
The following is a DFT calculation (ωB97M-V/def2-TZVPD) of a 4-piece molecular cluster, C2H13NO3S overall.

Structure (XYZ):
```
20
Properties=species:S:1:pos:R:3
N -0.371 0.063 2.110
C -0.741 0.582 0.788
C -2.202 0.978 0.655
S -2.690 1.672 -0.988
H -1.166 -0.455 2.502
H -0.253 0.803 2.797
H -0.145 1.456 0.529
H -0.451 -0.204 0.095
H -2.560 1.700 1.381
H -2.851 0.103 0.662
H -1.735 2.565 -1.227
O 0.733 -1.345 -3.280
H 0.088 -1.915 -3.687
H 0.427 -0.437 -3.454
O 0.858 -2.897 3.246
H 0.829 -1.956 3.132
H 1.630 -3.201 2.765
O 3.742 0.616 -2.405
H 3.702 1.565 -2.510
H 3.156 0.307 -3.109
```

Calculated values
- HOMO energy (Ha) = -0.3422
- multiplicity = 1
- SMILES string = NCCS.O.O.O
- lowest unoccupied orbital energy (hartree) = 0.014
- Kohn-Sham gap (Ha) = 0.356

[2]
The following is a DFT calculation (ωB97M-V/def2-TZVPD) of a 4-piece molecular cluster, C2H13NO3S overall.

Structure (XYZ):
```
20
Properties=species:S:1:pos:R:3
N 0.600 -1.258 -0.696
C 0.660 -1.005 0.708
C 2.063 -0.578 1.156
S 2.555 1.090 0.671
H -0.397 -1.204 -0.891
H 0.814 -2.217 -1.067
H 0.071 -0.136 0.849
H 0.368 -1.992 1.262
H 2.693 -1.280 0.646
H 2.377 -0.812 2.242
H 2.427 0.965 -0.652
O -5.653 -0.058 -1.780
H -6.399 0.515 -1.500
H -5.220 -0.252 -0.932
O 1.508 0.355 -3.241
H 1.950 -0.031 -2.502
H 0.916 1.040 -2.810
O -0.069 2.203 2.747
H -0.673 2.805 2.322
H -0.593 1.849 3.470
```

Calculated values
- HOMO energy (Ha) = -0.3240
- multiplicity = 1
- SMILES string = NCCS.O.O.O
- lowest unoccupied orbital energy (hartree) = 0.013
- Kohn-Sham gap (Ha) = 0.337

[3]
The following is a DFT calculation (ωB97M-V/def2-TZVPD) of a 5-piece molecular cluster, C2H13NO4 overall.

Structure (XYZ):
```
20
Properties=species:S:1:pos:R:3
C -1.767 -1.902 0.544
C -0.490 -1.761 0.238
N 0.279 -2.677 -0.536
H -2.292 -2.703 0.038
H -2.043 -1.437 1.597
H 0.134 -1.074 0.679
H -0.190 -3.536 -1.017
H 1.189 -2.373 -0.466
O -2.956 2.266 -0.118
H -2.967 1.551 -0.712
H -3.827 2.289 0.280
O 1.658 4.018 -0.055
H 0.991 3.726 -0.749
H 1.303 3.791 0.868
O 3.039 -1.325 0.476
H 3.128 -0.627 1.180
H 3.971 -1.655 0.194
O 0.583 1.178 -0.539
H -0.334 1.059 -0.327
H 0.590 1.190 -1.574
```

Calculated values
- HOMO energy (Ha) = -0.2911
- multiplicity = 1
- SMILES string = C=CN.O.O.O.O
- lowest unoccupied orbital energy (hartree) = 0.020
- Kohn-Sham gap (Ha) = 0.311

[4]
The following is a DFT calculation (ωB97M-V/def2-TZVPD) of a 4-piece molecular cluster, C2H14N2O3 overall.

Structure (XYZ):
```
21
Properties=species:S:1:pos:R:3
C -0.175 0.817 1.373
N 0.634 1.917 0.813
C -0.103 3.049 0.223
N 0.429 3.383 -1.119
H -1.141 0.674 0.866
H 0.426 -0.048 1.104
H -0.577 0.996 2.367
H 1.198 2.317 1.551
H 0.045 3.949 0.820
H -1.165 2.850 0.105
H 1.378 3.714 -0.954
H 0.575 2.480 -1.567
O 0.433 -1.530 -2.613
H 1.363 -1.249 -2.660
H 0.022 -0.732 -2.248
O -1.591 -4.295 1.396
H -0.857 -4.093 0.788
H -1.291 -5.128 1.791
O 0.242 -3.372 -0.538
H 0.133 -3.116 -1.467
H 0.023 -2.584 -0.032
```

Calculated values
- HOMO energy (Ha) = -0.3429
- multiplicity = 1
- SMILES string = CNCN.O.O.O
- lowest unoccupied orbital energy (hartree) = 0.011
- Kohn-Sham gap (Ha) = 0.354

[5]
The following is a DFT calculation (ωB97M-V/def2-TZVPD) of a 4-piece molecular cluster, C2H14N2O3 overall.

Structure (XYZ):
```
21
Properties=species:S:1:pos:R:3
N 2.915 -0.487 -0.070
C 1.461 -0.209 -0.282
C 0.878 0.500 0.933
N -0.620 0.793 0.923
H 3.345 0.406 0.100
H 2.975 -1.154 0.697
H 0.947 -1.224 -0.195
H 1.355 0.318 -1.246
H 1.227 -0.102 1.799
H 1.325 1.508 1.096
H -0.888 1.326 1.747
H -0.655 1.511 0.179
O -1.757 -2.038 0.544
H -1.555 -1.103 0.676
H -1.836 -2.338 -0.359
O 4.237 1.050 -4.600
H 3.774 0.749 -5.390
H 3.559 0.924 -3.924
O -6.616 0.080 2.498
H -7.239 0.112 1.764
H -6.833 -0.623 3.110
```

Calculated values
- HOMO energy (Ha) = -0.3546
- multiplicity = 1
- SMILES string = NCCN.O.O.O
- lowest unoccupied orbital energy (hartree) = 0.025
- Kohn-Sham gap (Ha) = 0.379

[6]
The following is a DFT calculation (ωB97M-V/def2-TZVPD) of a 4-piece molecular cluster, C2H14N2O3 overall.

Structure (XYZ):
```
21
Properties=species:S:1:pos:R:3
C 1.834 -2.023 1.550
N 1.745 -0.793 0.746
C 1.282 -0.920 -0.660
N -0.116 -0.543 -0.760
H 0.990 -2.148 2.226
H 1.953 -2.799 0.796
H 2.808 -2.018 2.042
H 1.381 0.048 1.156
H 1.428 -1.952 -0.960
H 1.933 -0.207 -1.163
H -0.798 -1.237 -0.524
H -0.335 0.386 -0.429
O -2.978 -0.099 1.048
H -2.294 0.578 0.967
H -3.084 -0.569 1.865
O 0.060 1.946 -2.500
H 0.977 1.835 -2.241
H -0.244 1.084 -2.802
O -1.130 1.848 0.546
H -0.771 2.743 0.623
H -1.913 2.077 0.020
```

Calculated values
- HOMO energy (Ha) = -0.2900
- multiplicity = 1
- SMILES string = CNCN.O.O.O
- lowest unoccupied orbital energy (hartree) = 0.017
- Kohn-Sham gap (Ha) = 0.307

[7]
The following is a DFT calculation (ωB97M-V/def2-TZVPD) of a 4-piece molecular cluster, C2H14NO3 overall.

Structure (XYZ):
```
20
Properties=species:S:1:pos:R:3
C 1.077 -0.877 1.177
N -0.036 0.094 1.337
C -1.052 -0.075 2.430
H 1.651 -0.537 0.321
H 1.662 -0.893 2.095
H 0.642 -1.858 0.968
H -0.570 0.124 0.450
H 0.322 1.061 1.336
H -1.926 -0.553 1.999
H -1.353 0.903 2.784
H -0.668 -0.689 3.233
H -0.447 -0.192 -1.801
H -1.800 0.501 -1.789
O -1.065 0.260 -1.211
H -0.282 -2.230 -4.407
H -0.964 -1.021 -5.103
O -0.776 -1.420 -4.249
H 2.121 2.444 -0.568
H 1.733 2.886 0.761
O 1.729 2.070 0.237
```

Calculated values
- HOMO energy (Ha) = -0.5349
- multiplicity = 1
- charge = +1
- lowest unoccupied orbital energy (hartree) = -0.103
- Kohn-Sham gap (Ha) = 0.431

[8]
The following is a DFT calculation (ωB97M-V/def2-TZVPD) of a 5-piece molecular cluster, C2H14O4S2 overall.

Structure (XYZ):
```
22
Properties=species:S:1:pos:R:3
C -2.240 -2.440 -0.364
S -0.402 -2.696 -0.193
S 0.362 -0.824 0.048
C 1.090 -0.418 -1.597
H -2.534 -1.865 -1.399
H -2.866 -3.321 -0.354
H -2.534 -1.777 0.368
H 0.969 0.655 -1.820
H 2.136 -0.600 -1.738
H 0.843 -1.053 -2.466
O -0.855 0.553 2.006
H -1.227 1.155 2.704
H -1.181 -0.326 2.275
O 1.510 1.979 2.700
H 0.982 1.138 2.387
H 0.990 2.831 2.575
O 3.062 1.524 -3.164
H 2.354 1.187 -3.943
H 2.579 2.254 -2.753
O -2.388 4.045 0.544
H -2.104 4.372 1.368
H -1.497 4.004 0.189
```

Calculated values
- HOMO energy (Ha) = -0.3216
- multiplicity = 1
- SMILES string = CSSC.O.O.O.O
- lowest unoccupied orbital energy (hartree) = 0.003
- Kohn-Sham gap (Ha) = 0.325

[9]
The following is a DFT calculation (ωB97M-V/def2-TZVPD) of a 6-piece molecular cluster, C2H15N2O4 overall.

Structure (XYZ):
```
23
Properties=species:S:1:pos:R:3
C -1.330 2.585 -0.582
C -2.408 1.689 -0.777
N -2.422 0.345 -0.255
N 3.962 1.040 1.012
H -0.335 2.356 -0.193
H -3.344 1.908 -1.305
H -3.334 -0.190 -0.317
H -1.923 0.176 0.595
H 3.082 1.574 0.751
H 3.794 0.156 1.495
H 4.511 1.704 1.574
H -0.807 -1.188 2.657
H -0.958 -2.357 0.450
O -0.819 -0.939 1.674
H 1.002 -0.026 -0.629
H 0.273 -0.469 0.862
O 1.024 0.109 0.426
H -1.519 3.595 -1.005
H -1.378 -3.816 -0.381
O -0.953 -2.886 -0.357
H 0.669 -2.190 -1.636
H 2.031 -1.727 -1.995
O 1.180 -1.449 -2.062
```

Calculated values
- HOMO energy (alpha / beta) (Ha) = -0.6343 / -0.6350
- multiplicity = 2
- charge = +2
- lowest unoccupied orbital energy (alpha / beta) (hartree) = -0.401 / -0.460
- Kohn-Sham gap (alpha / beta) (Ha) = 0.234 / 0.175

[10]
The following is a DFT calculation (ωB97M-V/def2-TZVPD) of a 5-piece molecular cluster, C2H15NO4 overall.

Structure (XYZ):
```
22
Properties=species:S:1:pos:R:3
C -0.996 -0.740 1.924
C 0.109 -0.722 0.883
N 0.244 0.634 0.356
H -1.868 -0.292 1.453
H -1.321 -1.703 2.329
H -0.777 -0.015 2.723
H 1.017 -1.126 1.316
H -0.116 -1.400 0.055
H 0.756 0.684 -0.512
H 0.728 1.212 1.022
O -4.554 2.815 -0.528
H -3.813 2.623 0.056
H -4.204 2.648 -1.414
O 2.796 0.940 -1.859
H 3.213 1.749 -2.177
H 2.255 0.654 -2.604
O 3.984 0.980 0.821
H 3.620 0.658 -0.014
H 4.912 0.728 0.795
O -2.031 -3.595 -1.877
H -1.441 -2.865 -1.656
H -2.512 -3.868 -1.091
```

Calculated values
- HOMO energy (Ha) = -0.3415
- multiplicity = 1
- SMILES string = CCN.O.O.O.O
- lowest unoccupied orbital energy (hartree) = 0.007
- Kohn-Sham gap (Ha) = 0.349

Ordered relative energy (zero: lowest compared OMol25 entry of this formula, charge and spin) results: 12.1 27.0 60.5 32.9 33.3 37.7 13.8 55.5 153.6 22.9; unit kcal/mol.
Ordered E results: -20752.3222 -20751.6736 -11962.8425 -11422.9989 -11422.9817 -11422.7926 -9927.8477 -32159.6535 -13463.0922 -11997.1600; unit eV.